{"formula": "H26O13", "method": "ωB97M-V/def2-TZVPD", "elements": ["H", "O", "H", "O", "H", "O", "H", "H", "H", "H", "H", "H", "H", "H", "O", "H", "H", "H", "O", "H", "H", "H", "O", "H", "H", "O", "H", "O", "O", "H", "O", "O", "H", "H", "O", "O", "H", "H", "H"], "positions_angstrom": [[4.9778, 1.9485, -0.4160], [-0.6578, 2.0629, 3.5740], [-1.4897, 2.5093, 3.3799], [1.0471, 2.7272, -1.8553], [-0.8731, 3.3734, 0.0831], [-0.1192, 0.1673, 0.3987], [-4.0924, -1.3583, 1.1387], [-0.2404, -3.1256, 1.8127], [1.1864, -2.6248, 1.6595], [0.4302, -0.3716, 0.9791], [0.6922, -2.2748, -1.9264], [-0.2147, 2.5035, 1.1414], [-2.5933, -1.2738, 1.3743], [-4.5137, 0.5403, -0.1939], [0.6483, -3.2429, 2.1669], [0.3969, 0.9705, 0.2664], [-0.9081, 1.1390, 3.6866], [-2.0827, -1.2077, -1.4477], [3.0441, -0.7075, 0.5578], [-2.8347, 1.2761, -2.4453], [-2.0874, 2.5867, -2.2607], [4.2184, 3.1951, -0.8393], [-0.2175, -2.1956, -2.2350], [3.0664, -1.4427, 1.1808], [3.3415, -1.0951, -0.2731], [-0.4079, 3.4229, 0.9258], [-2.3442, -2.5130, -0.7143], [-3.2502, -1.6794, 0.7974], [-2.2620, -1.5636, -0.5701], [0.5067, 3.2715, -2.4390], [-2.0270, 1.6440, -2.0692], [4.2354, 2.5086, -0.1629], [5.0282, -3.3854, -1.1147], [-0.1318, -2.0629, -3.1858], [4.7339, -2.6741, -0.5347], [-4.5729, -0.3691, -0.5078], [-5.4696, -0.4396, -0.8543], [0.6993, 1.8365, -1.9768], [3.7766, -2.7807, -0.5000]], "atomic_forces_ev_per_a": [[-0.09, 0.00, 0.11], [-0.15, -0.22, 0.04], [0.14, 0.10, -0.09], [-0.10, 0.01, -0.14], [0.18, -0.05, 0.06], [-0.07, 0.16, 0.14], [-0.43, -0.25, 0.71], [-0.05, -0.04, -0.02], [-0.13, -0.07, 0.03], [0.12, 0.17, -0.13], [-0.12, 0.10, 0.07], [-0.12, 0.13, 0.33], [-0.08, -0.05, -0.02], [0.09, 0.04, 0.00], [0.08, 0.15, -0.11], [0.27, -0.15, -0.07], [0.07, 0.05, 0.02], [0.98, -0.10, -0.50], [-0.54, -0.27, 0.05], [0.02, -0.13, 0.11], [-0.03, -0.06, -0.01], [-0.14, -0.04, 0.08], [0.43, -0.19, -0.48], [0.32, 0.17, 0.13], [0.19, 0.49, 0.08], [-0.27, 0.07, -0.12], [0.06, 0.31, -0.24], [-5.41, -1.30, 10.27], [5.88, 0.32, -8.86], [0.12, -0.05, 0.04], [-0.01, 0.24, -0.10], [0.20, 0.01, -0.17], [0.06, 0.04, 0.03], [0.02, -0.05, -0.01], [-0.14, -0.13, -0.18], [-1.34, 0.96, -0.95], [-0.10, 0.10, -0.08], [-0.07, -0.06, -0.02], [0.16, -0.41, 0.00]], "e_homo_ha": -0.25614, "charge": 0, "e_above_lowest_ev": 7.792, "e_tot_ha": -993.48689}

{"formula": "H26O13", "method": "ωB97M-V/def2-TZVPD", "elements": ["H", "H", "O", "H", "O", "H", "H", "H", "H", "H", "H", "O", "H", "H", "H", "H", "H", "O", "O", "O", "H", "O", "H", "H", "H", "O", "O", "H", "O", "O", "H", "H", "O", "H", "O", "H", "H", "H", "H"], "positions_angstrom": [[-4.8030, 0.1590, -0.6285], [0.6340, 3.0680, -0.9905], [3.0550, -2.2100, -0.0295], [0.4640, 0.6480, 2.0895], [0.3210, -0.2570, 0.4665], [-2.1140, 1.9080, -1.3025], [2.2010, -0.5710, -2.3665], [-2.3810, -1.9870, -0.8785], [-2.4700, -0.2550, 1.5235], [2.7350, 1.4530, 0.4685], [2.6510, -1.8150, 0.7395], [-2.5470, -2.3800, -0.0025], [-2.0850, 1.1270, 0.8905], [0.2820, -2.1600, 1.1435], [-3.3600, -0.0470, -0.8245], [-3.5290, 2.4530, -1.8045], [-0.5390, 0.8590, -2.6985], [-0.1990, -2.9740, 1.0805], [-2.3770, 0.2510, 0.6905], [0.4890, 0.8380, 3.0395], [3.7380, 2.5120, 0.7005], [1.2250, 2.4870, -0.5315], [-1.0290, -2.6830, 0.6115], [3.3880, 0.3060, -2.5105], [1.8700, 2.3600, -1.2655], [-2.6830, 2.7300, -1.4265], [2.2090, -1.0790, 2.4295], [2.6710, -0.9770, 3.2355], [2.8270, -0.0070, -1.8295], [3.3380, 1.7570, 1.1185], [0.7510, 0.0610, -0.3375], [1.6710, -0.3080, 2.5885], [-4.1940, -0.1490, -1.2695], [3.3190, -1.5490, -0.6325], [-1.1860, 0.2380, -2.2875], [-0.5940, -0.1510, 0.2195], [-2.8150, -3.2630, -0.3535], [-0.1990, 0.2300, 3.3235], [-0.7340, -0.6240, -2.3905]], "atomic_forces_ev_per_a": [[-1.07, 0.35, 0.94], [-1.08, 0.80, 0.06], [-0.16, -1.99, 0.10], [0.03, 0.52, -0.60], [0.66, 0.23, -0.51], [-1.57, 1.36, -0.58], [0.87, 0.59, 1.13], [-0.14, 0.55, 0.53], [0.06, 0.43, -0.65], [-0.98, -0.63, -0.66], [-0.04, 0.52, 0.56], [-0.61, -1.12, -1.87], [0.14, 1.04, 0.59], [0.83, 0.53, 0.13], [0.55, 0.08, 0.40], [0.38, -0.40, 0.11], [-0.83, -0.49, 0.38], [-1.39, -0.34, -0.47], [-0.14, -1.13, 0.43], [-0.59, 0.15, -0.06], [0.29, 0.55, -0.03], [1.01, -0.45, -1.36], [1.10, -0.63, 0.80], [1.32, 0.71, -0.95], [-0.22, -0.25, 0.89], [1.26, -1.06, 0.43], [-0.18, -0.49, -0.71], [1.60, -0.69, 1.31], [-2.20, -1.13, -0.39], [0.96, -0.03, 1.03], [0.52, 0.09, 0.32], [-0.74, 0.58, -0.43], [0.10, -0.38, -1.66], [0.38, 1.33, -0.56], [1.40, -0.03, -0.52], [-1.03, -0.07, 0.13], [0.06, 0.49, 1.03], [-0.08, -0.09, 0.59], [-0.46, 0.48, 0.12]], "e_homo_ha": -0.36185, "charge": 0, "e_above_lowest_ev": 2.867, "e_tot_ha": -993.66786}

{"formula": "H26O13", "method": "ωB97M-V/def2-TZVPD", "elements": ["H", "O", "H", "H", "H", "O", "O", "H", "O", "H", "H", "H", "O", "H", "O", "O", "H", "H", "O", "O", "H", "H", "H", "H", "H", "H", "H", "H", "H", "H", "O", "H", "H", "H", "O", "H", "O", "O", "H"], "positions_angstrom": [[-3.7907, -1.9817, -2.1887], [0.7352, -2.4225, 3.8655], [-3.3340, 0.6429, -1.4151], [1.0284, -1.6841, -3.1629], [0.6341, -1.8574, 3.0980], [2.8877, 4.7297, -1.5521], [1.7156, -2.2479, -2.6460], [3.1729, 4.8545, -0.6133], [2.9981, 0.0859, 1.8633], [3.6318, -3.4899, 0.2725], [-2.0479, 0.0149, 3.2626], [2.4203, -0.5770, -3.0557], [-0.0080, 5.4270, 1.8129], [0.2563, 0.3853, -1.1040], [-5.3318, 0.9906, 0.2104], [0.1250, -1.1447, 0.8449], [-4.6898, 1.3437, 0.9282], [-0.5044, 0.7740, 0.0061], [-2.8503, -2.2446, -2.0704], [-3.6438, 0.6780, -2.2856], [3.1836, 0.2842, 2.8238], [-2.7157, -2.9510, -2.7040], [-0.0296, 4.6122, 2.2853], [1.8040, -3.1087, -3.0493], [2.9972, 3.8013, -1.7489], [0.1669, 6.1293, 2.4843], [-0.4160, -1.5969, 0.1756], [1.4211, -0.2563, -4.0445], [-2.1647, -1.3115, 3.6278], [-3.0147, 1.2249, -2.7932], [1.6671, 0.0495, -3.2243], [3.5230, 0.7530, 1.2922], [2.2653, -2.7894, 0.5819], [0.9423, -1.5773, 0.8348], [-2.6889, -0.4901, 3.6513], [0.9217, -3.2909, 3.5254], [0.3996, 0.6267, -0.1482], [3.2677, -2.6795, 0.6449], [-4.9346, 0.2935, -0.2857]], "atomic_forces_ev_per_a": [[1.03, -0.12, 0.03], [-0.19, 0.39, 0.51], [0.95, 0.16, 1.89], [1.55, -1.96, 1.62], [-0.03, 0.15, -0.36], [0.37, 0.67, 1.15], [-1.51, 0.53, -0.74], [-0.44, -0.32, -1.26], [1.31, 1.71, 0.10], [-0.15, -0.03, -0.03], [2.33, 2.98, -1.63], [-0.76, 1.06, 0.40], [0.25, 1.86, 0.17], [1.26, 0.39, 0.84], [0.75, 1.94, 2.38], [-2.98, -3.09, 2.01], [-1.52, -1.33, -2.02], [-1.83, 0.61, 1.36], [-0.87, 0.26, 0.07], [-0.42, 0.33, -2.53], [-0.08, -0.11, -1.75], [-0.02, -0.16, -0.08], [0.00, -0.90, 0.62], [-0.19, -0.37, -0.27], [0.02, -0.36, 0.09], [-0.24, -0.97, -0.79], [0.27, 0.05, 0.39], [-1.07, -0.31, -3.43], [-0.78, -0.22, 0.44], [-0.45, -0.42, 0.50], [1.86, 1.02, 2.51], [-1.33, -1.63, 1.75], [2.33, -0.03, -0.03], [2.03, -0.56, -0.11], [-1.46, -2.77, 1.17], [0.13, -0.46, -0.23], [1.26, 2.88, -4.50], [-1.98, -0.24, -0.06], [0.59, -0.64, -0.18]], "e_homo_ha": -0.33496, "charge": 0, "e_above_lowest_ev": 6.159, "e_tot_ha": -993.54690}

Values for Kohn-Sham gap, Ha, ordered as above
0.250, 0.334, 0.324